# 1
The molecule C4H8, computed with wB97M-V/def2-TZVPD.

Geometry (Å):
H  -1.672  0.615  -0.848
H  -0.660  -1.554  -0.936
C  1.021  -0.405  0.015
C  0.393  0.984  -0.038
H  0.663  1.576  -0.918
H  0.654  1.641  0.814
H  -0.671  -1.627  0.819
H  1.672  -0.636  -0.842
C  -1.035  0.394  0.019
C  -0.394  -1.029  -0.026
H  1.572  -0.608  0.978
H  -1.545  0.650  0.961

Results
Highest occupied orbital energy: -10.667 eV
Energy relative to the best compared isomer or geometry (same formula, charge and spin): 0.4423 eV
F_max: 0.029 hartree/bohr
Spin multiplicity: 1
LUMO energy: 0.049 Eh
Calculated total energy: -157.16770 Eh
Charge: 0
HOMO-LUMO gap: 12.009 eV

Population analysis type Löwdin, resulting atomic charges in e:
1. H 0.10
2. H 0.09
3. C -0.20
4. C -0.22
5. H 0.10
6. H 0.10
7. H 0.08
8. H 0.10
9. C -0.18
10. C -0.19
11. H 0.11
12. H 0.10

# 2
A cluster of 2 separate species, C4H12NO2 in total, computed with wB97M-V/def2-TZVPD.

Geometry (Å):
H  1.856  1.757  1.707
O  0.048  -2.795  0.023
C  0.751  -1.901  -0.601
H  1.861  -0.046  1.674
H  0.566  0.797  2.455
H  0.149  -3.662  -0.442
H  1.018  1.149  -0.382
H  1.222  -3.187  -1.841
C  1.254  0.881  1.586
C  -0.861  1.443  0.233
H  -1.420  1.203  1.242
H  -0.682  2.488  0.183
O  1.320  -2.215  -1.705
H  -1.369  1.096  -1.999
H  -2.072  -0.057  -0.855
H  -2.681  1.680  -0.837
N  0.477  0.687  0.328
C  -1.760  0.977  -0.992
H  0.323  -0.297  0.224

Results
Highest occupied orbital energy: -14.001 eV
Energy relative to the best compared isomer or geometry (same formula, charge and spin): 3.2194 eV
F_max: 0.093 hartree/bohr
Spin multiplicity: 1
LUMO energy: -0.103 Eh
Calculated total energy: -364.51692 Eh
Charge: +1
HOMO-LUMO gap: 11.206 eV

Population analysis type Löwdin, resulting atomic charges in e:
1. H 0.10
2. O 0.11
3. C -0.26
4. H 0.11
5. H 0.11
6. H 0.13
7. H 0.16
8. H 0.13
9. C -0.01
10. C -0.15
11. H 0.16
12. H 0.10
13. O 0.13
14. H 0.07
15. H 0.06
16. H 0.12
17. N -0.04
18. C -0.06
19. H 0.03

Among the records above, which one has the highest LUMO energy?
C4H8

What did the first record say?
The molecule C4H8, computed with wB97M-V/def2-TZVPD.

Geometry (Å):
H  -1.672  0.615  -0.848
H  -0.660  -1.554  -0.936
C  1.021  -0.405  0.015
C  0.393  0.984  -0.038
H  0.663  1.576  -0.918
H  0.654  1.641  0.814
H  -0.671  -1.627  0.819
H  1.672  -0.636  -0.842
C  -1.035  0.394  0.019
C  -0.394  -1.029  -0.026
H  1.572  -0.608  0.978
H  -1.545  0.650  0.961

Results
Highest occupied orbital energy: -10.667 eV
Energy relative to the best compared isomer or geometry (same formula, charge and spin): 0.4423 eV
F_max: 0.029 hartree/bohr
Spin multiplicity: 1
LUMO energy: 0.049 Eh
Calculated total energy: -157.16770 Eh
Charge: 0
HOMO-LUMO gap: 12.009 eV

Population analysis type Löwdin, resulting atomic charges in e:
1. H 0.10
2. H 0.09
3. C -0.20
4. C -0.22
5. H 0.10
6. H 0.10
7. H 0.08
8. H 0.10
9. C -0.18
10. C -0.19
11. H 0.11
12. H 0.10